ORCA calculation (wB97M-V/def2-TZVPD) on a 12-piece molecular cluster, C32H60Cl22NO3 overall.

**HOMO-LUMO gap**: 6.2154 eV
**Spin multiplicity**: 1
**Largest force on an atom**: 2.6 eV Å⁻¹
**HOMO level**: -4.6397 eV
**Total charge**: -1

XYZ file:
```
118
Properties=species:S:1:pos:R:3:forces:R:3:lowdin_charge:R:1
C 6.487236 4.052170 3.211936 0.1 0.1 -0.5 0.0914
C 5.926146 5.121415 3.232895 -0.8 0.0 0.3 -0.1433
C 5.020419 6.320146 3.315645 0.9 0.3 -0.2 -0.2178
C 3.718605 6.228432 2.453053 -0.4 -0.3 -0.1 -0.2214
C 3.105465 4.796018 2.293238 -0.2 0.3 -0.8 -0.1305
C 2.386345 4.209409 3.558298 0.4 -0.5 0.9 -0.3770
N 2.628448 4.976400 4.807059 -0.2 -0.1 -0.4 0.0746
C 0.826139 4.089976 3.446772 0.4 0.3 -0.6 -0.0904
C 0.068729 5.310125 2.856563 -2.2 -1.1 -0.5 -0.3971
C -1.474579 4.913234 2.838696 0.3 0.2 0.8 -0.0670
O 0.167661 6.509055 3.636646 0.8 0.0 0.0 -0.0669
C 2.893266 2.730318 3.895623 -0.4 -1.3 1.2 -0.6395
O 3.634032 2.082146 3.108237 0.0 0.9 -0.8 -0.0945
O 2.466985 2.232056 4.972633 -0.1 0.9 -0.7 -0.0669
H 6.958059 3.091227 3.032282 -0.3 0.7 0.3 0.0328
H 5.613579 7.194307 2.949457 -0.4 -0.5 0.2 0.1016
H 4.798969 6.563832 4.377437 0.1 -0.4 -0.6 0.0985
H 3.928505 6.653169 1.433378 -0.1 -0.6 1.0 0.0462
H 2.944742 6.879557 2.925312 0.6 -0.2 -0.4 0.0930
H 2.354317 4.866111 1.472801 0.5 0.0 0.6 0.0322
H 3.889346 4.122827 1.877469 -0.5 0.2 0.7 0.1031
H 2.304452 5.935430 4.721747 0.3 -0.1 0.0 0.0563
H 3.597451 4.909584 5.097698 -0.2 0.2 -0.1 0.0702
H 0.423576 3.813451 4.445120 0.4 0.4 -0.5 0.1325
H 0.572946 3.225564 2.784180 0.2 0.7 0.2 0.1101
H 0.307664 5.496282 1.780047 0.4 0.0 1.0 0.0688
H -1.919453 5.366704 3.758793 0.2 -0.3 -0.6 0.0788
H -1.621241 3.817502 2.952491 0.0 0.7 -0.5 0.0269
H -2.011096 5.324648 1.959325 0.3 -0.4 0.4 0.0664
H -0.555743 7.106094 3.407605 0.2 -0.3 -0.1 0.0784
Cl -1.923951 0.852689 3.482937 0.0 0.1 0.0 0.5620
C -1.624051 -0.084711 1.997767 0.0 -0.2 -0.1 -0.6502
C -0.603509 0.577381 1.106936 0.1 -0.2 0.0 -0.6706
Cl -1.214012 2.093118 0.396109 0.0 0.2 0.0 0.5789
H -2.575485 -0.221693 1.485800 0.0 0.1 0.0 0.0501
H -1.259996 -1.064344 2.308650 0.1 0.1 0.0 0.0722
H -0.352825 -0.082002 0.276984 -0.1 0.0 0.0 0.0316
H 0.312780 0.806982 1.649213 -0.1 0.1 0.0 0.0469
Cl 2.427907 -0.849888 0.397951 0.0 -0.2 -0.2 0.5444
C 3.044958 -0.597728 2.061461 -0.2 0.1 0.3 -0.6374
C 4.514556 -0.896632 2.164831 -0.1 0.5 0.1 -0.6200
Cl 4.865134 -2.646608 1.958354 0.1 -0.2 0.0 0.5390
H 2.460387 -1.220136 2.737700 0.0 -0.1 -0.1 0.0734
H 2.870915 0.451303 2.319552 0.3 0.0 0.0 0.0369
H 4.878958 -0.613783 3.150663 -0.1 0.0 0.0 0.0788
H 5.088687 -0.350726 1.418889 -0.1 -0.1 0.0 0.0757
Cl 6.877712 -1.945258 -2.133010 0.0 0.0 0.0 0.5327
C 5.531320 -3.041205 -1.728924 -0.1 -0.1 0.1 -0.6715
C 5.703966 -4.409231 -2.343154 0.0 0.0 0.2 -0.6669
Cl 5.544208 -4.381014 -4.120887 0.0 0.0 -0.1 0.5214
H 4.604306 -2.570737 -2.052343 0.1 0.0 0.0 0.0690
H 5.507706 -3.127385 -0.642857 0.0 0.0 -0.1 0.0119
H 4.931172 -5.079527 -1.967818 0.0 0.1 0.0 0.0321
H 6.675547 -4.836310 -2.100488 0.0 0.1 -0.1 0.0685
Cl 2.643937 -8.595016 2.941886 0.0 0.0 0.0 0.5314
C 4.003502 -7.442566 2.917198 0.1 0.1 0.0 -0.6636
C 3.705747 -6.224446 2.076947 0.0 0.1 0.2 -0.6570
Cl 3.606407 -6.620997 0.337126 0.0 0.0 0.0 0.5480
H 4.886059 -7.969371 2.558290 -0.1 0.0 -0.1 0.0675
H 4.181842 -7.140842 3.949069 -0.1 0.1 -0.1 0.0743
H 4.504709 -5.492997 2.190599 0.0 -0.1 0.0 0.0332
H 2.769307 -5.753502 2.369097 0.0 -0.1 -0.1 0.0743
Cl -0.204034 0.375388 -3.502852 0.0 -0.1 0.0 0.5423
C -1.913190 0.626974 -3.940902 -0.1 0.0 -0.1 -0.6629
C -2.777671 0.901419 -2.733417 0.0 0.3 -0.2 -0.6526
Cl -2.936816 -0.530671 -1.685206 0.0 -0.1 0.1 0.5535
H -2.254710 -0.251684 -4.486334 0.0 0.0 0.1 0.0128
H -1.945184 1.482015 -4.616362 0.0 0.0 0.1 0.0746
H -3.783204 1.172579 -3.052781 0.0 -0.1 -0.1 0.0209
H -2.379561 1.715101 -2.129314 0.1 -0.2 0.1 0.0276
Cl 1.154386 5.527225 -0.649363 -0.1 0.0 -0.3 0.6267
C 0.552293 7.158541 -1.017126 -0.2 -0.1 -0.1 -0.6465
C 1.681893 8.110848 -1.315147 -0.1 0.2 -0.1 -0.6568
Cl 2.653728 8.434327 0.137185 0.0 0.2 -0.1 0.6033
H -0.048856 7.497591 -0.173994 0.1 0.0 0.0 0.0680
H -0.101227 7.072175 -1.885886 0.1 0.0 0.0 0.0699
H 1.285672 9.067228 -1.657616 -0.1 0.0 0.0 0.0681
H 2.343206 7.720920 -2.087140 0.0 -0.1 0.1 0.0678
Cl -6.457140 -1.427276 -4.007236 0.1 0.1 0.0 0.5680
C -6.679761 -1.320521 -2.241296 0.0 -0.1 0.3 -0.6440
C -7.364854 -0.038088 -1.827833 -0.1 -0.1 0.0 -0.6479
Cl -6.335882 1.392858 -2.093821 -0.1 0.0 0.0 0.5691
H -5.701703 -1.421970 -1.773390 0.0 0.1 -0.1 0.0327
H -7.289217 -2.174686 -1.946031 0.0 0.1 0.0 0.0753
H -7.593480 -0.069607 -0.762828 0.1 0.0 0.0 0.0744
H -8.295032 0.112420 -2.373288 0.1 0.0 0.0 0.0649
Cl -3.011387 -3.024215 -4.315000 -0.1 0.1 0.1 0.5488
C -2.659887 -3.946905 -5.792261 0.0 -0.3 -0.1 -0.6704
C -1.627810 -3.260858 -6.654030 0.1 -0.2 0.0 -0.6649
Cl -2.254730 -1.759222 -7.386112 0.0 0.1 0.0 0.5369
H -3.591170 -4.104622 -6.334975 0.0 0.1 0.0 0.0678
H -2.287582 -4.918178 -5.463868 0.1 0.1 -0.1 0.0208
H -1.337927 -3.916119 -7.475231 -0.1 0.0 0.0 0.0730
H -0.734536 -3.010336 -6.083982 -0.1 0.1 0.0 0.0654
Cl 1.741676 -8.974740 -4.044102 0.0 0.0 -0.1 0.5368
C 1.820768 -7.492546 -3.057515 0.2 0.1 0.1 -0.6719
C 0.521995 -6.728555 -3.045477 -0.1 0.0 0.3 -0.6447
Cl 0.135160 -5.996579 -4.625430 0.0 -0.1 -0.1 0.5709
H 2.636750 -6.878833 -3.437345 -0.1 0.0 -0.1 0.0646
H 2.067114 -7.800854 -2.041368 -0.1 0.0 0.0 0.0453
H 0.593866 -5.909122 -2.330405 0.0 0.0 0.0 0.0767
H -0.316606 -7.360720 -2.759418 0.1 0.0 -0.1 0.0709
Cl -3.732649 -3.278431 8.143877 0.0 -0.1 0.0 0.5179
C -2.513409 -2.117885 7.552433 0.2 0.1 0.0 -0.6626
C -3.067980 -1.193562 6.495717 0.1 0.2 0.0 -0.6673
Cl -3.431607 -2.047455 4.976098 -0.1 -0.1 0.0 0.5231
H -1.661600 -2.683826 7.180078 -0.1 0.0 0.0 0.0693
H -2.186546 -1.536254 8.413954 -0.1 0.0 0.0 0.0727
H -2.333365 -0.424239 6.255951 0.0 -0.1 0.0 0.0548
H -3.979768 -0.703049 6.831950 0.0 -0.1 0.0 0.0692
Cl -10.258921 -2.594324 -8.640095 0.0 0.0 0.0 0.5286
C -9.511375 -2.414725 -7.031665 0.0 0.1 0.2 -0.6671
C -8.049241 -2.789525 -7.034429 0.1 0.1 0.1 -0.6751
Cl -7.801862 -4.536669 -7.289199 0.0 0.0 0.0 0.5304
H -10.077374 -3.021568 -6.327000 0.0 -0.1 -0.1 0.0677
H -9.621179 -1.368415 -6.746775 0.1 0.0 0.0 0.0719
H -7.606080 -2.544710 -6.070038 -0.1 -0.1 0.0 -0.0068
H -7.501293 -2.256048 -7.809336 -0.1 -0.1 0.0 0.0719
```
Positions in Å, forces in eV/Å.

=====

ORCA calculation (wB97M-V/def2-TZVPD) on a 11-piece molecular cluster, C32H61N5O6 overall.

**HOMO-LUMO gap**: 8.0094 eV
**SMILES**: c1cc[nH]c1.c1cc[nH]c1.c1cc[nH]c1.c1cc[nH]c1.c1cc[nH]c1.CCO.CCO.CCO.CCO.CCO.CCO
**Spin multiplicity**: 1
**Largest force on an atom**: 3.6 eV Å⁻¹
**HOMO level**: -8.0409 eV

XYZ file:
```
104
Properties=species:S:1:pos:R:3:forces:R:3:lowdin_charge:R:1
C -1.510296 -3.564027 7.412566 -1.0 0.6 -2.0 -0.1358
C -0.751127 -3.655456 8.569460 0.4 0.6 -0.5 -0.1130
C 0.348596 -2.852525 8.319302 1.2 -1.1 1.3 -0.1612
N 0.307450 -2.385119 7.056980 -0.5 0.5 -0.8 -0.0089
C -0.860660 -2.762490 6.448722 -0.5 -0.9 1.5 -0.1118
H -2.499200 -3.993747 7.350859 0.0 0.0 -0.4 0.0857
H -1.070621 -4.298837 9.375930 0.6 0.4 0.3 0.0951
H 1.270505 -2.764726 8.874985 -0.1 0.2 0.1 0.1035
H 1.011494 -1.813388 6.612527 -0.1 -0.1 0.3 0.1457
H -1.119627 -2.394533 5.466923 -0.1 -0.2 0.2 0.0993
C 0.190451 7.935114 0.349533 -2.0 -0.7 0.8 -0.0790
C -0.147838 6.567041 0.354178 -0.1 -2.5 0.3 -0.1266
C -1.331435 6.319352 1.084925 1.9 -1.1 -1.4 -0.1500
N -1.766465 7.511532 1.474659 -0.6 0.4 0.0 -0.0037
C -0.914604 8.435876 0.993753 -0.1 3.5 0.9 -0.1842
H 1.060630 8.481460 0.016795 -0.3 -0.2 -0.2 0.0970
H 0.383491 5.757519 -0.124133 0.2 0.0 0.1 0.0795
H -1.872603 5.424319 1.354118 0.3 -0.1 -0.3 0.1043
H -2.668765 7.641547 1.909470 0.4 0.4 -0.1 0.1577
H -1.194041 9.460775 1.188376 0.3 0.2 0.0 0.1058
C 5.888668 -4.966412 2.184624 0.8 -0.5 0.3 -0.1047
C 6.050274 -5.012341 3.588686 0.3 -3.0 0.9 -0.1389
C 5.462762 -3.958652 4.188744 0.4 1.0 -0.7 -0.1254
N 5.080931 -3.186794 3.127447 -1.4 2.5 0.9 -0.0145
C 5.304180 -3.775241 1.953323 -0.1 0.1 -1.8 -0.1730
H 6.224626 -5.689416 1.456057 -0.1 0.1 0.1 0.0951
H 6.386959 -5.890314 4.119925 0.2 0.1 0.0 0.0909
H 5.351632 -3.621463 5.208717 0.1 -0.2 -0.2 0.1093
H 4.798963 -2.219263 3.194238 -0.2 -0.3 0.1 0.1488
H 5.035470 -3.341517 1.001439 0.0 0.2 0.2 0.1127
C -6.158837 4.854111 -4.809981 -0.2 -0.6 -0.9 -0.1327
C -5.673673 5.878848 -3.970817 0.2 -1.8 0.4 -0.0954
C -4.819370 5.189565 -3.130062 1.0 1.5 1.5 -0.1680
N -4.703151 3.877527 -3.457991 -0.9 0.0 -0.3 0.0050
C -5.569140 3.640291 -4.484454 -0.6 0.4 -0.7 -0.1411
H -6.844961 5.065383 -5.616824 -0.1 -0.4 0.0 0.0871
H -6.069208 6.883008 -4.011091 0.6 0.0 0.4 0.0926
H -4.256160 5.523473 -2.271164 0.0 0.3 -0.1 0.0996
H -4.265972 3.143326 -2.919551 0.0 0.5 -0.1 0.1501
H -5.696889 2.644855 -4.883449 0.0 0.2 -0.1 0.1028
C -5.876915 -2.371291 0.599885 0.8 -1.2 -0.2 -0.1292
C -7.043991 -1.553205 0.590539 1.1 -0.7 2.0 -0.0925
C -7.430400 -1.582918 1.923135 -1.3 0.0 -0.5 -0.1608
N -6.671625 -2.465458 2.637607 0.4 -0.2 0.0 -0.0189
C -5.665382 -2.990739 1.849968 -1.4 1.5 -1.6 -0.1137
H -5.266984 -2.520826 -0.278771 0.1 -0.2 0.1 0.0802
H -7.507681 -1.075271 -0.259741 0.2 0.2 0.3 0.0909
H -8.267308 -1.084716 2.389805 0.0 -0.1 0.1 0.1014
H -6.927988 -2.854223 3.533840 0.1 0.4 -0.1 0.1448
H -5.007311 -3.776146 2.191260 0.0 0.3 -0.1 0.0983
C -3.166490 -6.791530 -2.968857 -0.5 -0.7 0.0 -0.0932
C -1.980049 -7.346191 -2.173164 -0.4 1.6 -1.7 -0.2988
O -1.242171 -6.158520 -1.827882 0.1 -1.0 1.4 -0.0994
H -2.850446 -6.093783 -3.744334 0.4 -0.6 -0.4 0.0744
H -3.892786 -6.150734 -2.468896 0.3 -0.3 1.0 0.0683
H -3.750809 -7.636433 -3.333282 0.0 0.1 -0.6 0.0683
H -1.292012 -7.903799 -2.808607 -0.4 -0.4 -0.4 0.1044
H -2.238597 -8.008878 -1.347277 -0.2 0.4 0.3 0.1088
H -0.793280 -6.507480 -1.054370 0.7 0.9 0.3 0.0692
C 4.314472 -1.415782 -4.223783 0.0 -0.2 -1.2 -0.0833
C 4.474239 -0.355904 -5.372492 0.7 -0.2 1.0 -0.2686
O 5.771666 0.302337 -5.215423 -1.3 -0.5 -0.4 -0.0985
H 5.134589 -2.133264 -4.250680 0.4 0.3 -0.1 0.0664
H 3.452842 -2.072583 -4.343480 -0.4 0.4 -0.1 0.0615
H 4.280980 -0.995894 -3.218457 0.0 0.3 -0.1 0.0616
H 3.652198 0.359187 -5.404055 0.0 0.3 0.6 0.0939
H 4.427231 -0.745359 -6.389455 0.5 -0.6 0.2 0.1025
H 5.749820 0.663820 -4.326354 0.2 0.2 0.1 0.0595
C -2.183507 0.724971 -7.546649 0.4 0.3 -0.4 -0.0827
C -1.508608 0.424396 -6.238208 0.6 1.0 0.6 -0.3672
O -2.168024 -0.574786 -5.536304 -1.0 -1.1 0.2 -0.0671
H -1.956911 1.763254 -7.788978 0.0 0.1 -0.2 0.0715
H -3.268372 0.657485 -7.465459 0.1 -0.3 0.0 0.0791
H -1.779674 0.123019 -8.360715 -0.4 -0.2 0.0 0.0718
H -1.509473 1.350576 -5.663509 -0.1 0.3 0.3 0.1008
H -0.449207 0.178684 -6.311719 0.2 -0.1 -0.6 0.1083
H -1.765990 -0.726523 -4.677859 0.2 0.1 0.0 0.0804
C 0.050012 0.628135 -0.932419 -1.2 -0.6 -0.6 -0.0801
C -0.036565 -0.869596 -0.529657 -0.1 0.5 0.1 -0.3024
O -0.629453 -1.671337 -1.557802 0.4 0.9 -0.7 -0.0884
H -0.920309 0.972024 -1.290609 -0.3 -0.1 0.1 0.0610
H 0.696962 0.788425 -1.794895 0.4 -0.2 0.2 0.0672
H 0.292639 1.309827 -0.117229 0.4 -0.4 0.1 0.0657
H -0.675584 -1.034717 0.337810 0.2 0.5 0.4 0.1037
H 0.990730 -1.135957 -0.281017 0.0 -0.6 -0.1 0.0987
H -0.587778 -2.612456 -1.373005 0.2 0.0 0.3 0.0766
C 6.926905 2.603981 0.339310 -0.2 0.8 0.6 -0.0862
C 5.650213 2.821570 -0.458273 0.1 -0.4 0.9 -0.3591
O 5.961288 2.768403 -1.793754 0.2 0.3 -2.3 -0.0775
H 6.697552 2.558062 1.403926 0.1 -0.8 0.1 0.0689
H 7.602692 3.459145 0.328372 -0.1 0.4 -0.5 0.0672
H 7.500799 1.785219 -0.094703 -0.3 -0.3 0.5 0.0792
H 5.133361 3.757340 -0.245454 0.0 0.1 0.5 0.1115
H 4.936143 2.008876 -0.325065 0.0 0.0 0.5 0.1107
H 6.368592 3.607011 -2.022753 0.1 0.0 -0.3 0.0903
C 1.233211 2.094964 4.372608 -1.9 0.0 -0.5 -0.0988
C 2.373090 2.142444 5.329158 0.0 0.6 -1.3 -0.3548
O 3.005277 0.905811 5.323138 0.5 -1.5 0.9 -0.0793
H 0.335847 1.687945 4.838629 -0.1 0.1 0.3 0.0708
H 1.312122 1.450780 3.496881 0.9 0.1 0.0 0.0738
H 0.953822 3.084996 4.012223 0.1 0.1 0.0 0.0756
H 1.984932 2.390655 6.317000 0.3 0.4 0.1 0.1189
H 3.116396 2.827569 4.921477 -0.1 0.8 0.5 0.1121
H 3.538618 0.926724 6.121078 0.4 -0.5 0.0 0.0824
```
Positions in Å, forces in eV/Å.